No. 1
A 4-piece molecular cluster, C16H35F7N4O5 overall in a non-equilibrium geometry, computed with the ωB97M-V functional and the def2-TZVPD basis.

- SMILES = NC(=O)OC(F)(F)C(F)(F)C(F)(F)F.COC[C@@H](C)N.COC[C@@H](C)N.COC[C@@H](C)N
- E_tot (a.u.) = -1924.6737

Element x y z (Å)
F (-1.62205, -2.22148, 1.44381)
F (-2.97611, -1.26747, 3.15505)
F (0.34067, -0.31644, 5.80029)
F (0.97062, 0.89732, 3.83514)
F (-1.36283, 0.96414, 4.72997)
F (0.70545, -2.02387, 3.16516)
F (-1.14423, -2.18203, 4.66233)
O (-3.15835, -7.12031, -1.58452)
O (0.51918, -0.25781, 0.76030)
O (6.63207, -0.97980, -0.65013)
O (-1.69462, 0.23850, 1.84062)
O (0.38496, 7.12272, 0.14180)
N (-0.41406, 1.97817, 0.47409)
N (-3.79812, -4.68275, -2.97109)
N (-1.35134, 4.84696, 0.42431)
N (4.65477, 0.56271, -2.05888)
C (4.37062, -0.83712, -1.70678)
C (6.40288, -1.12451, 0.74341)
C (0.78277, 7.41558, -1.18915)
C (-0.15227, 0.11712, 4.43959)
C (3.41987, -0.86493, -0.51281)
C (-1.64878, -1.09615, 2.45178)
C (-4.30576, -4.89907, -1.60736)
C (-3.47957, -4.06406, -0.63246)
C (5.67089, -1.64094, -1.47842)
C (-0.50749, 0.54545, 1.03786)
C (-2.11843, -7.01212, -0.62416)
C (-1.90467, 6.13287, -0.02793)
C (-4.34923, -6.40190, -1.24880)
C (-1.00900, 7.31832, 0.39803)
C (-0.51084, -1.27298, 3.63559)
C (-2.15015, 6.06519, -1.53306)
H (5.98250, -2.10294, 0.99470)
H (5.21435, 0.57622, -2.91270)
H (-3.69073, -2.99636, -0.77139)
H (-1.28396, 5.69216, -2.08564)
H (3.84077, -1.30082, -2.54828)
H (2.42389, -0.51388, -0.81058)
H (7.36220, -1.01840, 1.25755)
H (-1.48726, -7.90137, -0.70632)
H (6.16161, -1.76873, -2.45099)
H (-4.61534, -6.55877, -0.19707)
H (0.21631, 8.24812, -1.61716)
H (-2.50326, -6.95479, 0.39849)
H (-3.72290, -4.31738, 0.40465)
H (-5.14726, -6.86538, -1.84155)
H (-1.35498, 2.42073, 0.69247)
H (5.75046, -0.32485, 1.09916)
H (0.68399, 6.52491, -1.81254)
H (-1.35599, 8.26319, -0.03600)
H (-1.49352, -6.14524, -0.84707)
H (-2.91218, -5.19310, -3.04815)
H (-2.98313, 5.38577, -1.75309)
H (-1.09364, 7.42890, 1.48598)
H (1.84132, 7.68968, -1.17403)
H (-0.37492, 4.81215, 0.11336)
H (-1.27676, 4.86495, 1.44236)
H (-2.40331, -4.19394, -0.77238)
H (-4.41099, -5.16876, -3.62723)
H (5.46177, -2.64953, -1.10351)
H (-5.33436, -4.51996, -1.56100)
H (3.75059, -0.21976, 0.30522)
H (3.30945, -1.88224, -0.12314)
H (-2.41237, 7.05051, -1.93226)
H (0.24817, 2.49895, 1.12203)
H (5.29532, 0.92921, -1.34708)
H (-2.88275, 6.27141, 0.44963)

=====

No. 2
C16H35KN4O3P2Si as an isolated structure, computed with the ωB97M-V functional and the def2-TZVPD basis.

- E_tot (a.u.) = -2647.7110

Element x y z (Å)
K (0.34219, -0.24528, -0.34404)
P (-2.82915, 1.31695, 0.13620)
P (-2.97281, -1.66661, -0.37904)
Si (3.47888, 0.64830, -0.08483)
O (-1.52729, -1.85336, -0.13481)
O (-3.43640, -0.13899, -0.21907)
O (-1.45670, 1.45637, -0.39181)
N (-3.04050, 1.38878, 1.76280)
N (-3.84372, 2.40482, -0.52072)
N (-3.37098, -2.12519, -1.90581)
N (-3.98737, -2.41882, 0.65575)
C (4.64139, 0.74024, -1.61088)
C (-3.65311, -3.78414, 1.04377)
C (3.33926, 4.45028, 1.80372)
C (2.62151, 3.36678, -0.62117)
C (-3.45844, 3.18087, -1.69343)
C (-4.76558, -2.06346, -2.32148)
C (2.36483, 4.70335, -0.36224)
C (-5.26763, 2.39181, -0.23931)
C (-2.48011, 0.33657, 2.60471)
C (4.69251, 0.10568, 1.29844)
C (2.71774, 5.25793, 0.86342)
C (-2.89332, 2.70874, 2.38292)
C (3.24854, 2.52389, 0.30505)
C (3.60062, 3.11469, 1.52131)
C (-5.12393, -1.84732, 1.35198)
C (-2.42952, -1.86415, -2.98860)
H (-2.50537, -0.83470, -3.35737)
H (5.00042, -0.93052, 1.13733)
H (-3.79176, 4.21123, -1.55691)
H (-5.96029, -2.55032, 1.31948)
H (-3.37608, 3.46782, 1.77136)
H (4.90230, -0.25791, -1.97018)
H (-2.98864, 0.35617, 3.56921)
H (5.57006, 1.27240, -1.37858)
H (-5.63486, 3.41569, -0.13891)
H (-4.88977, -1.64543, 2.40157)
H (2.51552, 6.30008, 1.07686)
H (2.31701, 2.96952, -1.58679)
H (-1.83891, 2.97293, 2.50825)
H (3.63173, 4.86473, 2.76221)
H (-2.37824, 3.16168, -1.80222)
H (-3.37368, 2.68659, 3.36119)
H (-5.41474, -2.37148, -1.50350)
H (-5.43879, -0.92029, 0.88031)
H (-2.61354, -0.64564, 2.15959)
H (-3.37882, -3.82626, 2.10116)
H (-2.64526, -2.54506, -3.81235)
H (4.10199, 2.52490, 2.28105)
H (-5.05274, -1.05547, -2.64365)
H (-4.92118, -2.74923, -3.15478)
H (5.59827, 0.72233, 1.31559)
H (-1.40945, 0.49436, 2.77616)
H (-5.46226, 1.87272, 0.69859)
H (-5.83101, 1.90007, -1.03918)
H (-2.80394, -4.14165, 0.46432)
H (4.15428, 1.25976, -2.43975)
H (4.23129, 0.14599, 2.28782)
H (-3.92314, 2.77822, -2.59858)
H (-1.41644, -2.05436, -2.64406)
H (-4.50600, -4.44404, 0.86838)
H (1.88685, 5.31647, -1.11851)

=====

No. 3
C16H35N2NiO2Se2Si2 as an isolated structure, computed with the ωB97M-V functional and the def2-TZVPD basis.

- ⟨S²⟩ = 2.009
- total charge = -1
- E_tot (a.u.) = -7780.9458
- spin multiplicity = 3

Element x y z (Å)
Se (1.25434, -0.84573, 1.95605)
Se (-0.42060, -1.94702, -1.35381)
Ni (-0.33722, -0.04459, 0.30573)
Si (0.42614, 2.88128, 0.96371)
Si (-0.47340, 1.97175, -2.03754)
O (4.50405, -3.50753, 0.51711)
O (3.88091, -0.83294, 0.17012)
N (-2.14830, -0.74632, 1.28291)
N (-3.76275, -2.23343, 1.32396)
C (1.77253, -2.60563, 1.23946)
C (-4.80287, -3.11990, 0.84084)
C (2.14133, 2.93557, 1.73590)
C (-0.02451, 4.68163, 0.58702)
C (3.36698, -3.75113, -0.29918)
C (1.16787, -3.10648, -1.17440)
C (2.27650, -2.66655, -0.21660)
C (-0.77346, 3.76220, -2.58069)
C (0.49631, 1.16494, -3.42739)
C (-2.22858, -1.26869, 2.55242)
C (-0.78294, 2.41938, 2.34536)
C (-3.22551, -2.19187, 2.59650)
C (0.43271, 1.71941, -0.46372)
C (-2.21290, 1.22884, -2.04934)
C (-3.07552, -1.35193, 0.57710)
C (2.86682, -1.34223, -0.70450)
H (-5.67586, -2.55662, 0.51516)
H (-3.26125, -1.21091, -0.47571)
H (1.47827, 1.51591, -0.70391)
H (-2.62482, 1.25148, -3.06329)
H (-1.06372, 4.78215, 0.26033)
H (0.91961, -3.27469, 1.35340)
H (0.02563, 1.34562, -4.40100)
H (4.62681, -2.54451, 0.53439)
H (-1.54023, -0.97421, 3.32598)
H (-0.69385, 1.36349, 2.62022)
H (-5.09804, -3.78659, 1.64622)
H (0.54960, 0.08387, -3.26195)
H (2.24884, 3.81219, 2.38528)
H (3.33117, -1.49332, -1.68309)
H (2.91397, 2.98389, 0.96274)
H (0.61490, 5.10533, -0.19360)
H (2.32426, 2.03658, 2.33161)
H (-2.89070, 1.78739, -1.39341)
H (0.09932, 5.28385, 1.49534)
H (0.80111, -4.08072, -0.85030)
H (-0.57233, 3.00884, 3.24361)
H (2.06866, -0.61302, -0.82027)
H (-1.82074, 2.60530, 2.04977)
H (0.15678, 4.33834, -2.61656)
H (3.38807, -0.49687, 0.94217)
H (-1.21747, 3.77155, -3.58443)
H (2.56285, -2.94331, 1.90645)
H (2.94785, -4.71111, 0.01699)
H (3.66773, -3.85538, -1.35126)
H (-4.43129, -3.71672, 0.00955)
H (-3.58837, -2.82086, 3.39169)
H (-1.46203, 4.28350, -1.91008)
H (1.57725, -3.22365, -2.17923)
H (-2.19713, 0.18203, -1.72942)
H (1.51722, 1.55818, -3.46043)

=====

Q: The lowest E_tot belongs to which entry?
A: C16H35N2NiO2Se2Si2